No. 1
# C32H34F2N5O5PSV

C32H34F2N5O5PSV as an isolated structure in a non-equilibrium geometry (ωB97M-V/def2-TZVPD, OMol25).

* charge: -2
* HOMO-LUMO gap (alpha / beta): 0.1857 / 0.1771 hartree
* 2S+1: 2
* energy above the lowest of the compared OMol25 structures with the same formula, charge and spin: 17.4 kcal/mol
* M: 720.63 g/mol

Geometry as XYZ:
```
81
Properties=species:S:1:pos:R:3:forces:R:3:lowdin_spin:R:1
V 0.2914 0.3136 -0.5513 -0.7 2.3 -2.2 0.9141
O 4.9442 -0.8798 -1.3539 -0.3 0.2 0.0 0.0002
C 4.9938 -1.5471 -0.1970 -0.1 0.1 0.2 0.0004
C 5.9424 -2.5567 -0.0226 0.1 0.0 -0.1 0.0000
C 6.0163 -3.2557 1.1665 0.0 0.0 -0.1 0.0003
C 5.1444 -2.9622 2.2050 0.0 -0.1 0.3 0.0000
C 4.1888 -1.9767 2.0395 0.1 0.1 -0.1 0.0005
C 4.0986 -1.2564 0.8536 0.2 -0.3 -0.2 0.0003
C 2.9825 -0.3156 0.6036 -0.6 0.7 0.6 0.0025
O 2.9102 0.3093 -0.5126 -0.3 -0.1 -0.2 0.0019
N 2.0846 -0.2116 1.5529 1.4 -1.2 0.7 0.0108
N 0.9726 0.4456 1.1697 0.0 1.8 2.4 0.0119
C 0.4160 1.2519 2.0512 0.6 -0.3 0.3 -0.0181
C -0.6695 2.0453 1.6638 -0.9 0.9 -0.2 0.0009
C -1.1929 3.1017 2.4061 0.3 -0.4 -0.1 0.0026
C -1.7249 4.2485 1.7997 -0.3 0.1 0.6 0.0021
C -1.3964 4.7164 0.5431 0.5 -0.2 -0.6 -0.0036
C -0.5331 4.1322 -0.4062 -0.1 1.0 -0.1 0.0021
C -0.2889 2.7790 -0.5332 -0.6 0.1 0.7 0.0030
O 0.5996 2.2332 -1.2746 0.7 -0.4 0.4 0.0019
H 4.1117 -0.2758 -1.2589 0.3 -0.2 -0.1 0.0001
H 6.6069 -2.7863 -0.8436 0.0 0.0 -0.1 0.0000
H 6.7522 -4.0430 1.2793 0.0 0.0 0.0 0.0000
H 5.2054 -3.5183 3.1321 0.0 0.0 0.0 0.0000
H 3.4743 -1.7425 2.8135 -0.1 0.0 0.1 0.0001
H 0.8690 1.3658 3.0369 0.1 -0.2 -0.1 -0.0010
H -1.1109 3.0693 3.4873 0.1 0.1 0.2 -0.0001
H -2.3118 4.9128 2.4307 0.1 0.0 0.0 0.0002
H -1.7628 5.7057 0.2787 0.1 0.1 0.2 0.0001
H -0.0358 4.7920 -1.1097 -0.1 0.1 -0.1 -0.0003
C -1.6705 -0.6731 -5.6203 -0.1 -0.2 -0.3 0.0000
N -2.6028 -0.6950 -4.5098 -0.2 -0.1 -0.2 -0.0003
C -3.3833 0.5297 -4.5077 -0.3 0.0 -0.2 0.0000
N -2.5856 1.7459 -4.5484 0.0 0.1 -0.3 0.0002
C -1.6817 1.6790 -5.6780 -0.1 0.1 -0.3 0.0000
N -0.8205 0.5082 -5.6780 0.0 0.0 -0.2 0.0001
C 0.1180 0.5362 -4.5597 0.5 -0.1 0.4 0.0005
P -0.7019 0.5259 -2.8647 -1.1 -0.6 -1.3 0.0052
C -1.8924 -0.8520 -3.2481 0.2 -0.1 0.4 -0.0005
C -1.8610 1.9327 -3.2976 0.1 0.2 0.4 0.0006
H -2.2503 -0.7110 -6.5541 0.1 0.0 0.1 0.0000
H -1.0303 -1.5575 -5.5605 -0.1 0.0 0.0 0.0000
H -3.9979 0.5468 -3.6049 0.0 0.0 -0.1 0.0000
H -4.0377 0.5183 -5.3916 0.1 0.0 0.1 0.0000
H -1.0595 2.5793 -5.6910 0.0 0.0 0.0 0.0000
H -2.2844 1.6555 -6.5985 0.1 0.0 0.1 0.0000
H 0.7298 1.4424 -4.6419 0.0 -0.1 0.0 0.0000
H 0.7827 -0.3284 -4.6480 0.0 0.1 0.1 0.0001
H -2.6056 -0.9101 -2.4187 0.1 0.0 0.0 0.0001
H -1.3342 -1.7927 -3.2685 -0.1 0.1 0.1 0.0001
H -1.2754 2.8583 -3.3669 0.0 -0.1 0.1 0.0001
H -2.5895 2.0481 -2.4861 0.3 0.0 0.0 -0.0001
C 0.1065 -0.5649 6.3306 -0.1 -0.1 0.0 0.0000
C -0.4253 -0.8302 4.9476 0.0 0.0 0.2 0.0000
C 0.1822 -1.7579 4.1148 0.0 0.1 0.0 0.0000
C -0.2917 -1.9862 2.8317 -0.1 0.0 0.0 -0.0004
C 0.3177 -3.0537 1.9755 0.0 0.1 0.0 0.0001
C -1.3843 -1.2553 2.3571 -0.1 -0.2 -0.2 -0.0006
C -2.0667 -0.3980 3.2200 -0.2 -0.1 0.1 -0.0006
C -3.3488 0.2700 2.8293 -0.1 0.0 0.0 -0.0001
C -1.5726 -0.1938 4.5039 0.2 0.0 -0.1 -0.0002
C -1.8489 -1.4637 0.9066 -0.4 -0.2 0.6 0.0004
O -2.8121 -2.2022 0.7056 0.0 0.0 0.1 0.0037
O -1.1911 -0.8725 0.0003 0.4 0.0 -0.4 -0.0110
H 1.1564 -0.8426 6.4022 0.1 0.0 0.0 0.0000
H -0.4496 -1.1367 7.0786 0.0 0.0 0.1 0.0000
H 0.0125 0.4910 6.5799 0.0 0.1 0.1 0.0000
H 1.0491 -2.3065 4.4651 0.1 0.0 0.0 0.0000
H 1.2465 -3.4236 2.4068 0.1 0.0 0.0 0.0000
H 0.5133 -2.6603 0.9822 0.1 -0.1 -0.1 0.0002
H -0.3900 -3.8789 1.8714 0.0 -0.1 -0.1 0.0000
H -3.7071 -0.1169 1.8819 -0.1 0.1 0.0 0.0002
H -3.2125 1.3447 2.7201 0.0 0.0 -0.1 0.0000
H -4.1051 0.0986 3.5976 -0.1 -0.1 0.1 0.0000
H -2.0859 0.4951 5.1662 -0.1 0.1 0.0 0.0000
S -2.7958 1.7431 -0.0734 -1.2 -0.1 -0.4 0.0594
C -1.1622 1.9002 0.2861 1.5 -1.3 -0.4 0.0059
F 1.6666 -1.1709 -2.4184 0.6 0.2 -0.8 0.0034
C 1.0696 -1.4616 -1.1981 -0.2 -1.3 0.0 -0.0007
F 0.1488 -2.4335 -1.5469 -0.3 -0.8 -0.1 0.0000
H 1.8403 -2.0147 -0.6286 -0.2 0.2 0.0 0.0017
```
Positions in Å, forces in eV/Å.



No. 2
# C3H7FOS

A 2-piece molecular cluster, C3H7FOS overall in a non-equilibrium geometry (ωB97M-V/def2-TZVPD, OMol25).

* HOMO-LUMO gap: 0.3385 hartree
* energy above the lowest of the compared OMol25 structures with the same formula, charge and spin: 53.3 kcal/mol
* M: 110.15 g/mol

Geometry as XYZ:
```
13
Properties=species:S:1:pos:R:3:forces:R:3:lowdin_charge:R:1
C -1.1301 -0.4249 -0.3523 -0.6 -0.2 -0.1 -0.6091
C 1.8280 1.8842 0.7886 1.9 -3.2 -1.6 -0.0596
C -1.2738 -1.8422 0.0975 2.6 0.7 1.4 -0.0438
O -0.4376 -0.9062 -2.7671 0.3 -1.0 -1.0 -0.5751
F -1.5239 0.4760 0.5419 -0.1 0.6 0.3 0.0005
S -0.8668 0.1569 -1.8718 -0.1 0.5 1.7 0.9683
H 1.9196 0.9688 1.4452 0.2 1.2 -0.3 0.0331
H 2.2853 1.5006 -0.2297 -1.4 0.8 1.7 0.0601
H 0.7930 2.1067 0.7704 -0.9 0.6 -0.5 -0.0209
H -1.0446 -2.0780 1.2234 0.2 0.7 -2.4 0.1388
H -2.2492 -2.1115 -0.0259 -3.1 -0.5 -0.2 0.0456
H -0.7766 -2.4192 -0.6658 0.7 -0.6 0.3 0.0701
H 2.4767 2.6888 1.0456 0.2 0.6 0.7 -0.0080
```
Positions in Å, forces in eV/Å.



No. 3
# C4H3ClO2

One molecule with the formula C4H3ClO2 in a non-equilibrium geometry (ωB97M-V/def2-TZVPD, OMol25).

* HOMO-LUMO gap: 0.3338 hartree
* energy above the lowest of the compared OMol25 structures with the same formula, charge and spin: 27.6 kcal/mol
* M: 118.52 g/mol
* structure (SMILES): CC(=O)C(Cl)=C=O

Geometry as XYZ:
```
10
Properties=species:S:1:pos:R:3:forces:R:3:lowdin_charge:R:1
C 1.3354 -0.0360 -0.2015 -1.4 -1.6 -2.1 0.0081
C 0.0658 -0.8460 0.0457 0.2 1.6 -0.3 -0.4843
O 0.1383 -2.0420 0.1587 -0.6 0.2 -0.1 0.0837
C -1.1968 -0.0611 0.1057 -1.7 1.2 0.7 -0.5394
Cl -2.7518 -0.9176 0.0910 0.6 0.3 0.1 0.6588
C -1.3702 1.2918 0.3260 1.5 -1.4 -1.5 -0.1558
O -1.3992 2.4501 0.2972 -0.3 -1.2 0.5 0.2199
H 1.9036 -0.2588 0.5894 2.4 -0.5 3.4 0.0447
H 1.4212 0.9822 -0.4289 -0.8 1.6 -0.1 0.0700
H 1.8537 -0.5626 -0.9833 0.1 -0.3 -0.7 0.0941
```
Positions in Å, forces in eV/Å.



No. 4
# C4H8O2

A 2-piece molecular cluster, C4H8O2 overall (ωB97M-V/def2-TZVPD, OMol25).

* HOMO-LUMO gap: 0.3535 hartree
* energy above the lowest of the compared OMol25 structures with the same formula, charge and spin: 126.6 kcal/mol
* M: 88.11 g/mol

Geometry as XYZ:
```
14
Properties=species:S:1:pos:R:3:forces:R:3:lowdin_charge:R:1
C -1.6588 0.8646 0.0026 -0.4 0.3 0.0 -0.0391
C -0.5996 -0.4591 0.3169 0.1 0.2 0.2 -0.4562
O -0.9330 -1.6347 -0.3090 0.1 0.0 -0.1 0.0122
C 0.1794 0.5654 -0.2195 -0.1 -0.3 -0.1 -0.0242
C 2.3953 -0.1250 0.3075 0.1 -0.2 -0.1 -0.2061
O 2.2121 -1.0429 -0.4701 0.1 0.3 0.3 -0.0521
H -1.7301 1.2445 -1.0184 0.1 0.0 0.1 0.0904
H -2.5453 0.2399 0.1549 0.1 0.0 -0.1 0.1019
H -1.6450 1.6646 0.7388 -0.1 -0.2 -0.1 0.0817
H -0.7074 -0.5602 1.3981 0.0 0.0 -0.1 0.1462
H -0.2793 -1.7634 -1.0135 -0.2 0.0 0.1 0.1057
H 0.2861 0.4046 -1.3053 0.0 0.0 0.1 0.0649
H 2.1560 -0.2070 1.3835 0.0 0.0 -0.1 0.0877
H 2.8838 0.8171 0.0048 0.0 -0.1 0.0 0.0869
```
Positions in Å, forces in eV/Å.



No. 5
# C28H32BrFeN10O4P

C28H32BrFeN10O4P as an isolated structure (ωB97M-V/def2-TZVPD, OMol25).

* charge: +2
* HOMO-LUMO gap (alpha / beta): 0.2953 / 0.2962 hartree
* energy above the lowest of the compared OMol25 structures with the same formula, charge and spin: 39.6 kcal/mol
* M: 739.35 g/mol

Geometry as XYZ:
```
77
Properties=species:S:1:pos:R:3:forces:R:3:lowdin_charge:R:1
Fe -0.0865 0.0641 0.3645 -0.3 0.7 0.1 0.6093
C 1.0737 1.7713 5.4172 0.0 0.0 0.0 -0.0002
N 0.3153 1.1681 4.3237 0.0 0.0 0.0 -0.1065
C -0.9331 0.6219 4.4244 0.0 0.0 0.0 -0.0108
C -1.2636 0.1700 3.1794 0.0 0.0 0.0 -0.0662
N -0.2294 0.4363 2.3262 0.1 -0.1 -0.1 0.0018
C 0.7114 1.0391 3.0378 0.0 0.0 0.0 -0.4340
P 2.2949 1.5909 2.3395 -0.1 0.0 0.0 1.2035
C 1.6073 2.4340 0.8768 0.0 0.0 0.0 -0.4314
N 0.7834 1.8450 0.0222 -0.1 -0.2 0.0 -0.0081
C 0.5659 2.7199 -1.0015 0.0 0.0 0.0 -0.0761
C 1.2677 3.8647 -0.7509 0.0 0.0 0.0 -0.0137
N 1.9214 3.6733 0.4350 0.0 0.0 0.0 -0.1050
C 2.8354 4.6235 1.0643 0.0 0.0 0.0 0.0004
C 2.6804 0.0492 1.4422 0.0 0.0 0.0 -0.4228
N 1.8718 -0.6009 0.6071 -0.2 -0.1 0.1 0.0247
C 2.6424 -1.5506 0.0004 0.0 0.0 -0.1 -0.0878
C 3.9152 -1.4909 0.4874 0.0 0.0 0.0 -0.0213
N 3.9272 -0.4771 1.3973 0.0 0.0 0.0 -0.1127
C 5.0939 -0.0386 2.1608 0.0 0.0 0.0 -0.0051
H 0.4693 1.7277 6.3180 0.0 0.0 0.0 0.1011
H 1.9973 1.2222 5.5855 0.0 0.0 0.0 0.0963
H 1.2986 2.8118 5.1941 0.0 0.0 0.0 0.0947
H -1.4714 0.5972 5.3559 0.0 0.0 0.0 0.1369
H -2.1672 -0.3169 2.8574 0.0 0.0 0.0 0.1202
H -0.0632 2.4697 -1.8386 0.0 0.0 0.0 0.1277
H 1.3606 4.7803 -1.3088 0.0 0.0 0.0 0.1363
H 2.6946 5.5953 0.6008 0.0 0.0 0.0 0.1015
H 2.6170 4.7066 2.1259 0.0 0.0 0.0 0.0891
H 3.8678 4.3092 0.9247 0.0 0.0 0.0 0.1000
H 2.2767 -2.1837 -0.7848 -0.1 -0.1 0.0 0.0956
H 4.7947 -2.0681 0.2615 0.0 0.0 0.0 0.1355
H 5.9215 -0.7021 1.9294 0.0 0.0 0.0 0.1008
H 5.3685 0.9777 1.8871 0.0 0.0 0.0 0.0922
H 4.8887 -0.0900 3.2272 0.0 0.0 0.0 0.0956
C 0.2104 -1.9525 -4.6897 0.0 0.0 0.0 -0.0151
O 0.1487 -0.9617 -3.6506 0.0 0.0 -0.1 0.0253
C -0.0347 -1.2769 -2.3814 -0.2 -0.1 0.0 -0.5129
O -0.1489 -0.3440 -1.5925 0.2 -0.1 0.0 0.0383
N -0.1213 -2.6029 -2.0880 0.1 0.1 0.0 0.0449
N -0.2714 -3.0755 -0.7774 0.5 -0.1 0.0 0.0676
H 0.3193 -1.3927 -5.6114 0.0 0.0 0.0 0.1097
H -0.7120 -2.5326 -4.7276 0.0 0.0 0.0 0.1041
H 1.0815 -2.5970 -4.5623 0.0 0.0 0.0 0.1044
H 0.0755 -3.2675 -2.8202 0.0 0.0 0.0 0.1336
H 0.5480 -3.5999 -0.4950 0.1 0.0 -0.1 0.1024
H -1.0762 -3.6932 -0.7422 0.0 0.0 0.0 0.0623
C -2.1571 2.5909 0.7851 0.0 0.0 0.0 -0.0245
O -2.0085 1.2465 0.3083 0.1 -0.2 -0.2 -0.1519
C -3.1756 0.5635 0.0579 0.0 0.0 0.0 -0.1987
C -4.3934 1.1589 -0.2042 0.0 0.0 0.0 -0.0362
C -5.5091 0.3467 -0.3812 0.0 0.0 0.0 -0.6659
Br -7.1783 1.1534 -0.7065 0.0 0.0 0.0 0.8168
C -5.4085 -1.0285 -0.3290 0.0 0.0 -0.1 -0.0446
C -4.1679 -1.6256 -0.1044 0.0 0.1 0.1 -0.0734
C -3.0639 -0.8180 0.1181 0.1 0.0 0.1 -0.1635
O -1.8201 -1.2903 0.4903 -0.1 0.0 0.3 -0.0092
C -4.0533 -3.0924 -0.0866 -0.1 0.0 0.0 -0.2857
N -4.7372 -3.8983 0.6527 0.1 0.0 0.1 0.2120
C -4.3263 -5.1792 0.2813 0.0 0.0 0.0 -0.2112
C -4.7477 -6.4168 0.7584 0.0 0.0 0.0 0.0048
C -4.1942 -7.5444 0.1845 0.0 0.0 0.0 -0.0661
C -3.2422 -7.4537 -0.8407 0.0 0.0 0.0 -0.0728
C -2.8046 -6.2302 -1.3152 0.0 0.0 0.0 -0.0294
C -3.3628 -5.1030 -0.7276 -0.1 -0.1 0.0 -0.2017
N -3.1407 -3.7355 -0.9241 -0.1 0.0 -0.1 0.1153
H -2.9458 2.6300 1.5363 0.0 0.0 0.0 0.1142
H -2.3877 3.2658 -0.0386 0.0 0.0 0.0 0.1083
H -1.2083 2.8691 1.2320 0.0 0.0 0.0 0.0823
H -4.4959 2.2327 -0.2579 0.0 0.0 0.0 0.1143
H -6.2754 -1.6580 -0.4708 0.0 0.0 0.0 0.1258
H -1.8142 -2.2530 0.5742 0.1 0.1 -0.2 0.1068
H -5.4891 -6.4810 1.5426 0.0 0.0 0.0 0.1214
H -4.5046 -8.5228 0.5244 0.0 0.0 0.0 0.1117
H -2.8456 -8.3624 -1.2727 0.0 0.0 0.0 0.1103
H -2.0784 -6.1709 -2.1171 0.0 0.0 0.0 0.1054
H -2.9185 -3.3414 -1.8268 -0.1 0.0 0.0 0.1594
```
Positions in Å, forces in eV/Å.



No. 6
# C7H17N4O

An isolated ion of composition C7H17N4O and charge +1 in a non-equilibrium geometry (ωB97M-V/def2-TZVPD, OMol25).

* charge: +1
* HOMO-LUMO gap: 0.3699 hartree
* energy above the lowest of the compared OMol25 structures with the same formula, charge and spin: 48.2 kcal/mol
* M: 173.24 g/mol
* structure (SMILES): CC(=O)[C@@H]1NCN([NH+](C)C)[C@H]1N

Geometry as XYZ:
```
29
Properties=species:S:1:pos:R:3:forces:R:3:lowdin_charge:R:1
C 3.0740 -1.2458 0.9597 0.0 -0.2 0.3 0.0164
C 1.7210 -0.6289 0.8943 0.1 -0.1 0.1 -0.3897
O 0.7670 -1.0619 1.5367 0.3 -0.1 0.0 0.0634
C 1.5020 0.4795 -0.0712 -1.8 -0.7 -1.4 -0.1406
N 0.7142 1.5454 0.5049 0.1 0.2 0.1 0.0123
C -0.4168 1.8243 -0.3687 0.1 0.2 0.2 -0.1722
N -0.9218 0.5134 -0.7183 -0.6 0.3 -0.4 -0.0411
N -1.4787 -0.2120 0.4206 0.8 -0.2 0.5 -0.1663
C -2.3800 0.6121 1.2379 -0.4 0.6 0.3 0.0075
C -2.1811 -1.3986 -0.1123 -0.4 -0.6 -0.4 0.0192
C 0.2348 -0.1904 -1.2294 1.9 0.3 1.8 -0.2659
N 0.4659 0.0512 -2.5729 -0.1 0.2 -0.6 0.1054
H 3.8558 -0.4897 0.9925 0.0 0.1 0.0 0.0969
H 3.2249 -1.8378 0.0536 0.0 0.0 -0.1 0.1069
H 3.1506 -1.9069 1.8188 0.0 0.0 0.0 0.0981
H 2.3801 0.7727 -0.6483 0.0 0.0 0.0 0.1406
H 1.2564 2.3675 0.7352 0.0 0.0 0.0 0.1350
H -1.1556 2.4505 0.1264 0.0 0.0 -0.1 0.1214
H -0.1477 2.3134 -1.3176 -0.1 -0.1 0.1 0.1338
H -0.6397 -0.5242 1.0511 -0.5 0.2 -0.4 0.1268
H -1.8133 1.3446 1.8087 0.1 0.0 -0.1 0.1029
H -3.1172 1.1062 0.6050 0.1 -0.1 0.0 0.1198
H -2.8947 -0.0301 1.9492 0.1 -0.1 -0.1 0.1107
H -1.5166 -2.2573 -0.1628 0.1 0.1 0.0 0.1027
H -3.0207 -1.6603 0.5242 0.1 0.1 0.1 0.1027
H -2.5550 -1.1724 -1.1109 0.1 0.1 0.1 0.1184
H 0.1938 -1.2595 -1.0450 -0.1 0.0 0.0 0.1378
H 0.5223 1.0151 -2.8608 0.1 0.0 0.0 0.0920
H 1.1760 -0.5202 -3.0005 0.0 0.0 0.0 0.1052
```
Positions in Å, forces in eV/Å.